No. 1
70
Properties=species:S:1:pos:R:3:nbo_charge:R:1 method="wB97M-V/def2-TZVPD" charge=0 energy_ev=-49371.25112 smiles="Cc1ccc(Cc2c(C)nc3nc(SCC(=O)NCCCN4CCCCCC4)nn3c2C)cc1" homo_ev=-8.0 relative_energy_kcal_mol=2.71 orbital_gap_ev=8.51 multiplicity=1 max_force_ev_per_a=1.4
C -5.277 -1.270 -1.709 -0.631
C -4.354 -0.130 -1.407 -0.009
C -3.006 -0.196 -1.736 -0.203
C -2.147 0.841 -1.427 -0.239
C -2.615 1.985 -0.793 0.065
C -3.962 2.055 -0.467 -0.228
C -4.818 1.011 -0.766 -0.214
H -5.863 1.085 -0.501 0.210
H -4.351 2.938 0.023 0.207
C -1.680 3.129 -0.480 -0.465
C -0.451 2.649 0.243 -0.064
C 0.756 2.510 -0.412 0.270
N 1.778 2.044 0.326 -0.177
N 3.026 1.799 -0.069 -0.363
C 3.591 1.288 1.017 0.174
N 2.800 1.197 2.093 -0.509
C 1.642 1.677 1.664 0.500
N 0.494 1.820 2.296 -0.451
C -0.527 2.292 1.615 0.287
C -1.799 2.445 2.382 -0.667
H -2.096 3.492 2.419 0.223
H -1.645 2.084 3.394 0.245
H -2.598 1.878 1.909 0.239
S 5.229 0.736 0.966 0.291
C 5.527 1.026 -0.811 -0.617
H 5.439 2.092 -1.014 0.258
H 6.551 0.697 -0.994 0.247
C 4.564 0.265 -1.720 0.689
O 4.066 0.781 -2.696 -0.632
N 4.387 -1.022 -1.372 -0.628
H 4.801 -1.354 -0.512 0.401
C 3.496 -1.919 -2.071 -0.225
C 2.420 -2.485 -1.146 -0.420
H 2.904 -2.984 -0.303 0.195
C 1.492 -1.373 -0.622 -0.206
N 0.564 -1.734 0.420 -0.465
C -0.442 -2.705 0.040 -0.225
H -0.589 -2.616 -1.039 0.193
H -0.110 -3.738 0.239 0.171
C -1.790 -2.433 0.750 -0.406
H -2.066 -3.273 1.389 0.195
H -2.573 -2.331 -0.003 0.205
C -1.750 -1.151 1.579 -0.399
C -0.958 -1.296 2.884 -0.415
C 0.182 -2.307 2.799 -0.396
H -0.222 -3.309 2.647 0.189
H 0.717 -2.315 3.751 0.217
C 1.193 -1.991 1.702 -0.225
H 1.908 -2.833 1.652 0.156
H 1.751 -1.093 1.980 0.213
H -0.546 -0.324 3.160 0.221
H -1.631 -1.617 3.684 0.197
H -2.774 -0.847 1.811 0.201
H -1.304 -0.369 0.965 0.212
H 0.919 -0.970 -1.464 0.185
H 2.119 -0.569 -0.232 0.200
H 1.839 -3.231 -1.691 0.207
H 4.080 -2.739 -2.505 0.194
H 3.046 -1.341 -2.882 0.229
C 1.061 2.827 -1.838 -0.682
H 1.969 2.302 -2.132 0.282
H 1.238 3.897 -1.951 0.241
H 0.246 2.542 -2.497 0.230
H -1.389 3.620 -1.411 0.227
H -2.202 3.866 0.132 0.222
H -1.101 0.756 -1.681 0.210
H -2.624 -1.069 -2.245 0.209
H -6.283 -0.911 -1.916 0.217
H -4.923 -1.841 -2.564 0.216
H -5.330 -1.943 -0.852 0.222



No. 2
72
Properties=species:S:1:pos:R:3:lowdin_charge:R:1 method="wB97M-V/def2-TZVPD" charge=0 energy_ev=-42726.04504 homo_ev=-6.2 relative_energy_kcal_mol=5.21 orbital_gap_ev=6.17 multiplicity=1 max_force_ev_per_a=0.9
Rb -1.354 -0.972 1.818 0.976
C 2.213 0.983 0.885 -0.167
C 1.911 -0.128 -0.122 -0.211
N 1.213 -1.286 0.435 -0.121
C 2.076 -2.287 1.033 -0.227
C 1.313 -3.527 1.485 -0.215
N 0.381 -3.347 2.599 -0.118
C 0.963 -3.480 3.934 -0.220
C 1.456 -2.195 4.609 -0.166
C 0.412 -1.331 5.325 -0.227
N -0.185 -0.289 4.493 -0.131
C 0.661 0.892 4.344 -0.225
C 0.062 1.933 3.401 -0.214
N 0.006 1.539 2.006 -0.129
C 1.082 1.987 1.135 -0.217
H 3.062 1.553 0.493 0.102
H 2.560 0.555 1.831 0.099
H 2.856 -0.439 -0.593 0.117
H 1.291 0.279 -0.926 0.117
H 0.647 -1.708 -0.293 0.072
H 2.604 -1.842 1.881 0.105
H 2.860 -2.624 0.334 0.121
H 2.055 -4.304 1.723 0.115
H 0.742 -3.903 0.630 0.115
H -0.379 -4.004 2.491 0.099
H 1.808 -4.183 3.898 0.111
H 0.214 -3.940 4.585 0.117
H 2.016 -1.585 3.897 0.090
H 2.188 -2.508 5.360 0.112
H 0.886 -0.888 6.214 0.112
H -0.391 -1.974 5.696 0.117
H -1.072 -0.002 4.892 0.107
H 1.632 0.575 3.956 0.104
H 0.856 1.371 5.317 0.120
H 0.643 2.858 3.524 0.115
H -0.953 2.169 3.737 0.125
H -0.905 1.714 1.600 0.065
H 1.528 2.908 1.538 0.113
H 0.647 2.255 0.167 0.111
C 2.805 2.801 -2.426 -0.083
O 2.445 1.753 -3.304 -0.092
C 1.158 1.732 -3.762 -0.290
C 0.885 0.809 -4.767 0.001
C -0.389 0.723 -5.295 -0.036
C -1.413 1.522 -4.797 -0.285
C -1.137 2.459 -3.814 -0.010
C 0.153 2.573 -3.302 -0.009
N -2.703 1.413 -5.435 0.060
N -3.735 1.239 -4.772 0.070
C -3.627 0.990 -3.351 -0.272
C -4.239 1.835 -2.465 -0.055
C -4.029 1.719 -1.088 -0.024
C -3.194 0.740 -0.527 -0.423
O -2.886 0.696 0.709 -0.300
C -2.703 -0.278 -1.467 -0.139
N -2.033 -1.352 -0.965 0.034
C -1.611 -2.282 -1.785 -0.176
C -1.796 -2.245 -3.178 -0.054
C -2.442 -1.170 -3.711 -0.017
C -2.915 -0.139 -2.865 -0.109
H 3.863 2.671 -2.216 0.096
H 2.246 2.755 -1.487 0.065
H 2.642 3.778 -2.888 0.100
H 1.687 0.180 -5.132 0.119
H -0.608 0.027 -6.095 0.115
H -1.915 3.101 -3.430 0.118
H 0.352 3.320 -2.547 0.103
H -4.840 2.654 -2.846 0.113
H -4.478 2.439 -0.416 0.103
H -1.098 -3.134 -1.340 0.095
H -1.435 -3.058 -3.793 0.102
H -2.620 -1.099 -4.775 0.110



No. 3
89
Properties=species:S:1:pos:R:3:lowdin_charge:R:1 method="wB97M-V/def2-TZVPD" charge=-1 energy_ev=-162537.84709 homo_ev=-5.9 relative_energy_kcal_mol=32.57 orbital_gap_ev=7.81 multiplicity=1 max_force_ev_per_a=1.4
Ir -1.005 -1.504 0.888 1.472
O 3.020 -0.941 2.691 -0.242
As 1.346 -0.885 3.162 0.909
O 1.139 0.293 4.260 -0.440
O 0.522 -0.615 1.670 -0.543
C 0.786 -2.606 3.809 -0.243
C 0.358 -2.592 5.131 -0.086
C -0.190 -3.733 5.700 -0.068
C -0.324 -4.883 4.943 -0.062
C 0.094 -4.903 3.620 -0.047
C 0.649 -3.769 3.050 -0.266
S 1.153 -3.887 1.341 0.503
O 2.368 -3.100 1.218 -0.331
O 1.271 -5.286 1.038 -0.295
O 0.035 -3.288 0.547 -0.463
H 3.091 -1.670 2.042 0.003
H 0.443 -1.669 5.692 0.101
H -0.534 -3.712 6.727 0.106
H -0.768 -5.770 5.375 0.106
H -0.014 -5.791 3.013 0.114
O -3.260 -3.032 3.873 0.090
C -2.645 -2.206 3.234 -0.534
O -1.905 -2.577 2.203 -0.167
C -2.670 -0.760 3.601 -0.052
C -2.929 -0.410 4.914 0.077
C -3.050 0.924 5.254 -0.134
C -2.964 1.934 4.303 0.084
C -2.710 1.565 3.013 -0.062
C -2.525 0.228 2.603 -0.287
O -2.321 -0.035 1.353 -0.182
N -2.681 2.611 1.974 -0.348
O -1.608 3.086 1.672 0.099
O -3.750 2.951 1.507 0.090
N -3.312 1.294 6.641 -0.360
O -3.392 0.403 7.467 0.062
O -3.442 2.478 6.902 0.053
H -3.056 -1.184 5.656 0.134
H -3.093 2.968 4.586 0.137
C -3.034 0.968 -3.440 -0.031
C -2.678 -0.455 -3.825 -0.414
C -2.161 -0.599 -5.244 -0.051
O -1.772 -1.001 -2.839 -0.154
P -0.215 -0.989 -2.672 0.475
O 0.174 -1.483 -1.336 -0.307
C 0.450 0.645 -3.100 -0.195
P 0.271 1.870 -1.763 0.437
O -0.638 1.352 -0.744 -0.235
O -0.290 3.172 -2.463 -0.178
C 0.393 4.379 -2.881 -0.421
C 0.868 5.173 -1.679 -0.039
C 1.490 4.069 -3.882 -0.050
O 1.753 2.220 -1.369 -0.210
C 2.398 1.682 -0.149 -0.407
C 2.217 2.659 0.983 -0.026
C 3.841 1.431 -0.516 -0.036
O 0.282 -1.924 -3.850 -0.181
C 1.619 -2.460 -4.059 -0.414
C 2.461 -2.535 -2.800 -0.044
C 2.280 -1.666 -5.170 -0.049
H -3.888 1.304 -4.031 0.087
H -2.207 1.657 -3.616 0.064
H -3.291 1.022 -2.383 0.096
H -3.561 -1.084 -3.714 0.143
H -1.312 0.059 -5.438 0.069
H -2.960 -0.325 -5.935 0.086
H -1.854 -1.623 -5.448 0.082
H -0.002 1.020 -4.017 0.061
H 1.518 0.497 -3.273 0.062
H -0.402 4.934 -3.381 0.139
H 1.778 4.747 -1.260 0.069
H 0.102 5.177 -0.904 0.094
H 1.068 6.203 -1.983 0.084
H 2.264 3.453 -3.424 0.074
H 1.952 4.999 -4.217 0.084
H 1.091 3.551 -4.755 0.080
H 1.901 0.744 0.094 0.114
H 2.792 3.573 0.806 0.082
H 2.548 2.205 1.918 0.090
H 1.165 2.909 1.110 0.079
H 4.335 2.361 -0.808 0.082
H 3.924 0.715 -1.336 0.072
H 4.356 1.017 0.352 0.089
H 1.427 -3.474 -4.414 0.142
H 2.707 -1.542 -2.417 0.074
H 3.393 -3.046 -3.047 0.092
H 1.958 -3.076 -2.002 0.081
H 2.549 -0.663 -4.833 0.070
H 1.615 -1.579 -6.029 0.081
H 3.195 -2.169 -5.488 0.084



Question: Look up the charge of the first one.
Answer: 0